A structure of composition C25H18Br2GdN3O4 in a non-equilibrium geometry, computed with ωB97M-V/def2-TZVPD.

Each line ends with the Mulliken spin population.
Positions of all 53 atoms, in Å:
1 Gd -11.214 -7.650 14.604  7.365
2 Br -8.665 -12.263 15.094  0.000
3 Br -4.000 -9.082 14.815  0.000
4 O -10.042 -9.615 14.770  -0.069
5 O -12.671 -6.369 19.071  0.000
6 O -12.172 -6.906 16.513  -0.070
7 O -11.253 -7.850 12.335  -0.051
8 N -8.947 -7.096 14.150  -0.072
9 N -13.622 -7.886 12.571  -0.006
10 N -13.401 -7.515 13.861  -0.045
11 C -13.727 -6.555 18.250  -0.004
12 C -5.895 -9.209 14.657  0.001
13 C -12.674 -5.333 20.007  0.000
14 C -13.979 -8.130 9.875  0.000
15 C -12.490 -7.864 11.848  -0.015
16 C -8.725 -9.484 14.705  -0.041
17 C -6.158 -6.826 13.771  0.001
18 C -11.553 -7.763 9.522  0.000
19 C -6.998 -5.831 13.479  -0.001
20 C -8.126 -8.234 14.471  0.010
21 C -11.763 -7.856 8.162  0.000
22 C -14.502 -7.143 16.072  0.017
23 C -15.078 -6.526 18.655  0.000
24 C -15.858 -6.968 16.462  0.000
25 C -6.698 -8.091 14.316  0.001
26 C -14.427 -7.468 14.676  -0.003
27 C -14.152 -8.040 8.519  0.000
28 C -16.162 -6.632 17.768  0.000
29 C -6.437 -10.445 14.944  -0.001
30 C -9.292 -4.869 13.178  0.002
31 C -12.670 -7.959 10.428  0.001
32 C -13.078 -7.940 7.648  0.000
33 C -7.816 -10.583 14.949  -0.004
34 C -13.438 -6.797 16.897  -0.006
35 C -8.418 -6.005 13.553  -0.005
36 H -5.768 -11.254 15.251  0.000
37 H -8.960 -3.884 13.432  0.000
38 H -13.232 -4.434 19.611  0.000
39 H -9.403 -4.866 12.068  0.000
40 H -13.260 -7.849 6.589  0.000
41 H -10.893 -7.983 7.460  0.000
42 H -16.589 -7.107 15.703  0.000
43 H -17.214 -6.581 18.046  0.000
44 H -11.636 -4.940 20.202  0.000
45 H -10.299 -4.910 13.668  -0.002
46 H -14.785 -8.403 10.566  0.000
47 H -10.544 -7.562 9.811  -0.001
48 H -13.112 -5.722 20.954  0.000
49 H -15.170 -8.121 8.179  0.000
50 H -5.043 -6.764 13.622  0.000
51 H -15.292 -6.527 19.757  0.000
52 H -6.589 -4.788 13.227  0.000
53 H -15.322 -7.999 14.326  -0.002

As for the multiplicity: 8. The electronic energy comes out at -7342.41425 hartree. For the HOMO-LUMO gap (spin up / spin down), the calculation gives 6.22 / 6.94 eV. The HOMO energy (spin up / spin down) is -7.67 / -7.68 eV. Its total charge is 0.